67
Properties=species:S:1:pos:R:3:forces:R:3:nbo_charge:R:1 method="wB97M-V/def2-TZVPD" fmax_ev_per_a=0.78 homo_energy_ha=-0.2970 relative_energy_ev=0.000 orbital_gap_ev=7.9 total_energy_ev=-58469.293 mol_weight_da=548.62
C -2.80232 -3.98295 0.13075 0.0 -0.1 -0.3 -0.26
O -2.72660 -3.44485 1.43099 0.1 0.1 0.4 -0.51
C -2.09917 -2.25490 1.60174 0.1 0.1 0.1 0.39
C -2.12330 -1.72233 2.89359 -0.1 -0.2 -0.1 -0.27
C -1.54222 -0.50067 3.15538 0.0 0.0 0.0 -0.18
C -0.92591 0.22231 2.14571 0.1 0.0 -0.2 -0.28
C -0.88639 -0.31182 0.86822 -0.1 -0.3 0.5 0.25
N -0.33229 0.43276 -0.20396 -0.1 0.1 -0.1 -0.47
C 0.78740 0.09271 -0.88066 0.1 0.1 -0.1 0.67
O 1.13472 0.72093 -1.88901 0.0 0.0 -0.2 -0.70
C 1.62202 -0.97798 -0.37148 0.5 -0.5 0.4 -0.45
S 1.51862 -1.76225 1.17623 0.3 0.0 -0.3 0.73
N 2.88116 -2.61042 0.97380 0.3 -0.2 -0.1 -0.58
C 3.45006 -2.38032 -0.19079 -0.6 0.3 0.2 0.01
C 4.71850 -3.03102 -0.57358 0.3 -0.4 0.3 0.64
N 5.18843 -3.89752 0.34382 0.1 -0.2 0.1 -0.80
O 5.28485 -2.79257 -1.62865 0.0 0.1 -0.2 -0.63
C 2.77316 -1.43412 -1.02456 -0.6 0.1 0.3 0.21
N 3.18475 -1.08933 -2.24837 0.2 0.2 -0.5 -0.78
C -1.12573 1.57981 -0.68269 -0.3 0.2 -0.1 -0.16
C -0.56868 2.83319 0.01361 0.1 -0.2 -0.6 0.69
O -1.07787 3.36318 0.98138 -0.3 0.0 0.4 -0.65
N 0.58272 3.25286 -0.54160 0.4 0.1 -0.3 -0.62
C 1.37807 4.30296 0.04451 0.4 0.1 0.2 -0.25
C 2.73821 3.80251 0.56331 -0.4 0.3 0.3 0.09
C 2.64049 2.56627 1.47186 0.1 0.1 -0.1 -0.43
C 3.83890 1.72435 1.03839 0.0 0.2 -0.2 -0.43
C 3.94162 2.08880 -0.44097 0.1 -0.5 0.0 -0.07
O 3.59031 3.45790 -0.52279 -0.1 0.2 -0.1 -0.54
C -2.57281 1.30008 -0.45481 0.0 0.4 0.0 -0.16
C -3.41615 1.79476 0.49689 0.2 0.2 -0.1 0.03
N -4.63150 1.17912 0.40527 -0.3 0.1 0.3 -0.52
C -4.59502 0.25320 -0.59634 0.3 -0.3 -0.5 0.11
C -5.56096 -0.63770 -1.04599 -0.1 0.0 0.0 -0.22
C -5.21987 -1.47978 -2.08281 -0.1 0.0 0.0 -0.23
C -3.95158 -1.43424 -2.66964 0.1 -0.1 -0.2 -0.24
C -2.99081 -0.55032 -2.23156 0.0 0.0 0.0 -0.22
C -3.30487 0.30390 -1.17486 -0.4 0.1 0.1 -0.01
C -1.46514 -1.54719 0.59039 -0.1 -0.1 0.0 -0.37
H -3.31473 -3.30047 -0.55520 0.0 0.0 0.0 0.19
H -1.80903 -4.22113 -0.26268 0.0 0.0 0.0 0.18
H -3.37910 -4.90121 0.22688 0.0 0.0 -0.1 0.20
H -2.61695 -2.28597 3.66881 -0.1 -0.1 0.1 0.23
H -1.57609 -0.09588 4.15503 0.0 0.0 0.1 0.22
H -0.50545 1.19515 2.34161 0.1 0.1 0.0 0.24
H 4.67702 -4.03691 1.19814 0.0 0.0 0.0 0.42
H 6.05380 -4.38189 0.17737 -0.1 0.1 0.0 0.41
H 2.70751 -0.33091 -2.71202 0.1 -0.1 0.1 0.43
H 4.08010 -1.44775 -2.55028 -0.1 0.1 0.0 0.43
H -0.92592 1.66080 -1.75943 0.0 0.0 0.2 0.25
H 0.99571 2.72328 -1.30035 -0.2 -0.1 0.0 0.43
H 0.79897 4.72107 0.87108 0.1 0.0 -0.1 0.23
H 1.56523 5.07935 -0.70280 0.0 0.0 0.1 0.21
H 3.21434 4.64164 1.09077 -0.1 -0.1 0.0 0.18
H 1.71262 2.02851 1.27270 0.0 0.0 0.0 0.20
H 2.66635 2.83465 2.52526 -0.1 0.0 0.0 0.22
H 4.73864 2.04323 1.56572 0.0 0.0 0.0 0.20
H 3.69372 0.65798 1.19732 0.0 -0.1 0.0 0.22
H 4.94753 1.97794 -0.84982 0.0 0.0 0.0 0.19
H 3.24657 1.48804 -1.04028 0.1 0.0 0.1 0.17
H -3.22738 2.55502 1.22716 0.0 0.1 0.1 0.25
H -5.42365 1.37360 0.99319 0.1 0.0 -0.1 0.41
H -6.54230 -0.67064 -0.59629 -0.1 0.0 0.0 0.21
H -5.94479 -2.18899 -2.45416 -0.1 0.0 0.0 0.21
H -3.72843 -2.10861 -3.48388 0.0 0.0 -0.1 0.21
H -2.01484 -0.51915 -2.69443 0.1 0.0 -0.1 0.22
H -1.42425 -1.92009 -0.42018 0.0 0.0 -0.1 0.24